C30H90HfN7O12 | ωB97M-V/def2-TZVPD

Values from the calculation:
LUMO energy = -13.14 eV
HOMO-LUMO gap = 1.32 eV
molar mass = 919.58 g/mol
total charge = +3

Element x y z (Å)
Hf  -1.043  0.906  7.783
O  6.365  3.752  3.551
O  -2.556  2.629  8.449
O  -0.321  1.988  9.787
O  -5.455  4.200  4.204
O  -0.491  6.488  2.694
O  4.135  7.426  1.729
O  1.324  2.660  1.713
O  3.052  3.963  12.598
O  4.608  6.094  7.875
O  -0.071  2.913  7.133
O  -1.705  6.660  9.927
O  -0.249  0.618  5.522
N  -0.424  9.059  7.490
N  -3.284  5.126  7.023
N  6.185  9.414  2.914
N  0.553  4.852  10.015
N  5.231  7.110  4.492
N  -1.189  0.217  2.901
N  7.117  5.023  8.400
C  2.727  2.750  1.887
C  -4.231  4.354  4.861
C  0.632  8.411  9.546
C  0.858  1.495  2.343
C  -1.826  7.761  9.062
C  4.995  9.712  2.141
C  -2.888  6.235  10.559
C  -5.632  5.601  6.625
C  -4.509  4.614  6.348
C  6.878  3.185  2.356
C  4.071  4.985  4.906
C  -1.414  2.579  2.395
C  1.495  4.955  11.135
C  2.390  3.740  11.398
C  5.415  5.664  4.634
C  6.056  4.106  7.953
C  6.037  5.112  3.374
C  -5.361  3.622  2.927
C  0.621  5.231  12.395
C  0.288  4.382  5.215
C  2.731  7.538  2.135
C  4.692  4.745  8.336
C  3.482  6.812  8.264
C  -0.631  1.309  2.069
C  5.130  11.140  1.615
C  0.792  3.847  6.569
C  3.965  2.945  12.966
C  -0.416  7.968  8.463
C  6.318  2.770  8.615
C  4.554  8.640  1.126
H  3.009  2.634  2.942
H  -3.343  6.126  6.856
H  1.025  4.657  7.273
H  4.669  7.397  5.290
H  -0.872  3.464  2.075
H  -2.735  5.337  11.163
H  1.122  4.848  4.684
H  -0.795  9.931  7.853
H  7.932  3.456  2.266
H  6.048  11.369  1.066
H  6.819  5.946  8.087
H  -0.099  2.958  9.873
H  -4.971  2.600  2.965
H  1.823  3.474  6.485
H  3.558  1.944  12.805
H  4.165  4.036  5.442
H  2.684  8.290  2.926
H  3.136  6.576  9.275
H  -1.682  2.633  3.456
H  -4.643  4.165  2.297
H  0.742  7.538  10.196
H  -3.219  6.946  11.321
H  1.571  8.735  9.104
H  2.164  7.846  1.261
H  -0.236  7.351  3.039
H  -2.200  0.223  2.817
H  6.014  8.596  3.524
H  6.896  5.718  3.062
H  7.250  2.398  8.198
H  1.030  1.571  3.427
H  -0.875  -0.659  2.492
H  -2.086  8.699  9.555
H  0.042  4.356  12.697
H  5.971  5.444  5.543
H  -0.036  6.095  12.285
H  5.142  11.875  2.418
H  3.198  1.938  1.329
H  4.330  3.044  13.984
H  -6.640  5.216  6.482
H  5.347  8.565  0.374
H  -0.581  5.035  5.230
H  3.745  7.872  8.350
H  -3.723  5.980  9.901
H  -3.651  3.421  4.775
H  -2.618  3.614  8.500
H  6.941  5.092  9.403
H  0.993  5.136  9.145
H  1.806  2.806  11.457
H  4.339  11.406  0.911
H  3.377  5.574  5.513
H  -0.171  5.566  10.133
H  6.369  3.590  1.475
H  0.253  5.915  2.898
H  6.051  3.959  6.871
H  3.856  4.152  7.946
H  0.559  9.248  7.332
H  4.152  9.794  2.838
H  4.720  7.412  3.670
H  -5.479  6.042  7.609
H  0.003  7.063  8.014
H  3.153  3.715  1.619
H  -6.247  3.671  2.297
H  0.117  3.539  4.541
H  -0.833  1.181  1.004
H  -3.555  5.123  4.462
H  -5.628  6.402  5.878
H  -0.806  0.317  4.744
H  5.353  5.161  2.517
H  -2.567  4.748  6.407
H  0.217  9.195  10.180
H  2.632  6.886  7.573
H  4.812  3.107  12.289
H  3.023  3.485  10.534
H  2.112  5.853  11.034
H  1.227  5.504  13.259
H  6.747  2.106  2.324
H  -3.447  2.310  8.660
H  -2.417  2.534  1.963
H  3.778  9.013  0.449
H  6.285  2.825  9.704
H  2.387  6.607  2.578
H  5.528  2.062  8.344
H  1.423  0.631  1.973
H  0.667  0.523  5.220
H  -4.805  3.620  6.702
H  6.906  9.144  2.246
H  -0.430  1.677  10.699
H  3.463  4.698  4.042
H  -2.396  7.437  8.190
H  4.645  4.723  9.431

Atom charges from the Mulliken analysis, given in e for atoms 1 to 8: Hf 1.222; O -0.318; O -0.404; O -0.579; O -0.364; O -0.614; O -0.151; O -0.361